Model i:
Here is C3H4NO2S as an isolated structure from the Open Molecules 2025 dataset. Energies are from the ωB97M-V functional and the def2-TZVPD basis.

Output
LUMO (alpha / beta) = 3.34 / 3.70 eV

Geometry as ORCA input:
```
! RIJCOSX wB97M-V def2-TZVPD def2/J DEFGRID3
* xyz -1 1
C 1.2598 -0.1169 -0.4055
C 0.0359 0.5900 -0.1918
C -1.0411 0.3744 0.8588
N 2.0285 -1.0007 0.2644
O 3.1803 -1.2638 -0.1560
O -2.8316 -0.1866 -0.9284
S -1.7751 -0.9515 -0.1572
H 1.8686 0.2510 -1.2819
H -0.3808 1.0983 -0.9752
H -1.7118 1.2442 1.1062
H -0.6327 -0.0384 1.8666
*
```

Results of the natural (NBO) charge analysis, in e, for atoms 1 through 2: -0.171, -0.204

=====

Model ii:
Here is an isolated ion of composition C3H4NO2S and charge -1 from the Open Molecules 2025 dataset. Energies are from the ωB97M-V functional and the def2-TZVPD basis.

Output
LUMO = 3.92 eV
SMILES string = O[C@H]1OCN=C1[S-]

Geometry as ORCA input:
```
! RIJCOSX wB97M-V def2-TZVPD def2/J DEFGRID3
* xyz -1 1
O 0.0378 -0.2985 -2.1358
C -0.5101 0.1522 -0.8806
O -0.5403 -0.6606 0.2529
C 0.5380 -0.3345 1.1523
N 1.0718 0.9421 0.7073
C 0.6073 1.2961 -0.4204
S 1.1578 2.3626 -1.5437
H 0.4852 0.3835 -2.5880
H -1.5480 0.5846 -1.0449
H 1.1686 -1.2294 1.0255
H 0.1810 -0.3224 2.2968
*
```

Results of the natural (NBO) charge analysis, in e, for atoms 1 through 2: -0.779, 0.307

=====

Stability check: which of them is least stable? model i.

=====

Model i:
Here is a 19-piece molecular cluster, ClH36O22 overall from the Open Molecules 2025 dataset. Energies are from the ωB97M-V functional and the def2-TZVPD basis.

Output
LUMO = 2.22 eV

Geometry as ORCA input:
```
! RIJCOSX wB97M-V def2-TZVPD def2/J DEFGRID3
* xyz -1 1
Cl 0.1941 -0.2283 -0.0427
O 1.5050 -0.2100 0.6324
O 0.0078 -1.5004 -0.8333
O -0.8978 -0.0840 0.9392
O 0.0564 0.9381 -1.0021
O -1.0103 2.7635 1.5624
H -0.1948 2.7397 1.1011
H -1.0003 3.6092 1.9793
O -3.3546 1.3141 1.4144
H -2.5197 1.7637 1.4563
H -3.9865 2.0394 1.4178
O 1.6907 -2.6537 -2.4393
H 0.9228 -3.0385 -2.8524
H 1.3397 -2.1946 -1.6514
O 1.7251 3.0193 0.7408
H 2.5370 2.9959 1.2159
H 2.1010 2.8223 -0.1526
O -2.3974 -2.4364 0.9338
H -1.4582 -2.7210 0.9846
H -2.3569 -1.4542 0.9576
O 4.0742 -2.5103 0.1869
H 4.1833 -2.3370 -0.7476
H 4.0629 -1.7149 0.7103
O 2.3085 2.2583 -1.7845
H 1.4917 1.9292 -1.4387
H 2.2537 3.2521 -1.9676
O -1.7466 -1.5122 -3.2053
H -1.3551 -1.7221 -4.0622
H -1.1324 -1.0966 -2.6298
O -3.3589 0.2734 -1.6549
H -3.4323 1.1311 -1.2651
H -2.4280 0.2420 -1.8799
O 0.0489 -3.4740 1.2493
H 0.1822 -4.4503 1.3587
H 0.5409 -3.4175 0.3812
O -2.6925 -3.4083 -1.6066
H -2.6405 -2.7672 -0.8889
H -2.6697 -2.9066 -2.4657
O 0.8759 -0.2239 -3.4342
H 0.4969 -0.6202 -4.2289
H 1.4864 -0.8409 -3.0319
O 1.4948 -1.5292 3.0205
H 1.3715 -0.9453 2.2463
H 0.6770 -1.6868 3.4881
O 0.7135 2.1662 3.5701
H 0.1025 1.9173 2.8987
H 0.3804 2.9563 4.0105
O -1.2718 1.8675 -2.9758
H -0.5436 1.4195 -2.5385
H -1.2900 1.4359 -3.8286
O 3.9895 -0.4446 2.3090
H 4.2285 -0.0797 3.1450
H 3.3595 0.1680 1.9647
O -0.6631 3.7759 -1.1377
H -1.2647 3.5115 -0.4140
H -0.9167 3.1236 -1.7675
O -1.0045 -0.6870 3.9639
H -1.1818 0.0612 3.4043
H -1.6336 -0.5983 4.6842
*
```

Results of the natural (NBO) charge analysis, in e, for atoms 1 through 2: 2.460, -0.814

=====

Model ii:
Here is a 19-piece molecular cluster, ClH36O22 overall from the Open Molecules 2025 dataset. Energies are from the ωB97M-V functional and the def2-TZVPD basis.

Output
LUMO = 1.68 eV

Geometry as ORCA input:
```
! RIJCOSX wB97M-V def2-TZVPD def2/J DEFGRID3
* xyz -1 1
Cl -0.1336 -0.0025 0.1155
O 0.6423 1.2646 0.3161
O -0.9312 -0.4055 1.2916
O -1.1060 0.3472 -0.9790
O 0.7228 -1.1189 -0.3093
O -0.9552 -2.0997 -2.8420
H -0.1201 -2.3226 -2.3547
H -1.6207 -2.7564 -2.5571
O -3.6116 -0.7380 -0.2832
H -3.9181 0.0983 0.0826
H -2.8916 -0.5136 -0.8429
O 1.9061 -1.8831 -2.9536
H 1.3254 -1.2391 -3.4365
H 2.6683 -1.9558 -3.4871
O -0.1206 2.1843 3.5282
H 0.2362 2.7190 2.8143
H 0.1409 1.2613 3.3382
O 1.6996 1.9604 -2.1468
H 1.0719 2.1732 -1.4732
H 2.2301 1.2428 -1.8294
O 3.0600 -2.6602 -0.4207
H 2.2518 -2.4926 -0.9581
H 3.7935 -2.3710 -0.9238
O -1.7825 2.4109 1.0576
H -1.5111 1.6450 1.5193
H -1.1739 2.4288 0.3167
O 3.5009 1.0660 1.6288
H 4.2154 0.4704 1.8249
H 3.4917 1.1107 0.6842
O 1.0349 -2.6426 1.8667
H 1.1330 -2.0728 1.0698
H 0.1719 -3.0795 1.7957
O -1.6202 -3.1506 0.9501
H -0.9158 -3.6334 0.4297
H -1.3728 -2.2673 0.8368
O 1.2538 3.7855 1.6675
H 2.1646 3.9467 1.8998
H 1.2947 3.2340 0.8553
O 1.4168 -0.0921 3.2130
H 0.9595 -0.7829 2.7593
H 1.9285 0.3847 2.6165
O 3.2080 0.1107 -1.0120
H 3.6166 -0.2617 -1.8020
H 2.8585 -0.6356 -0.5335
O -1.4966 2.4396 -4.0425
H -1.7650 3.0459 -3.3997
H -1.4849 1.5911 -3.5610
O -2.3350 -0.1516 -3.8315
H -3.1528 -0.5290 -3.5273
H -1.6797 -0.7667 -3.5401
O -0.4372 3.5171 -1.2066
H 0.0105 4.2903 -0.8524
H -1.1138 3.8239 -1.8222
O -1.1721 -1.8543 3.8427
H -1.3683 -1.6303 2.9770
H -2.0787 -1.8258 4.1789
O -3.9950 -1.8886 2.6546
H -3.4924 -1.5074 1.9217
H -4.6512 -1.2215 2.8752
*
```

Results of the natural (NBO) charge analysis, in e, for atoms 1 through 2: 2.460, -0.838

=====

Stability check: which of them is least stable? model i.

=====

Model i:
Here is C7H15NO as an isolated structure from the Open Molecules 2025 dataset. Energies are from the ωB97M-V functional and the def2-TZVPD basis.

Output
LUMO = 0.76 eV

Geometry as ORCA input:
```
! RIJCOSX wB97M-V def2-TZVPD def2/J DEFGRID3
* xyz 0 1
C 1.2498 -0.2767 0.3774
C 2.3625 0.6055 0.9004
C 1.5619 -0.7836 -1.0217
H 1.0664 -1.1069 1.0615
H -0.4938 -0.3593 -0.1562
H 2.1677 0.9536 1.9170
H 2.4966 1.4805 0.2578
H 3.3092 0.0547 0.9205
H 1.7281 0.0371 -1.7233
H 2.4455 -1.4312 -0.9965
H 0.7778 -1.4268 -1.4265
C -0.2830 0.7473 0.6924
C -1.7551 -0.5022 -0.7844
N -1.7755 -0.0014 -2.0614
C -0.6977 0.7130 1.9772
C -2.5481 -1.3983 -0.2124
O -0.3508 1.9011 -0.0521
H 0.4359 2.4389 0.1150
H -1.6130 0.9963 -2.1170
H -2.5441 -0.3104 -2.6499
H -0.5602 -0.1683 2.5867
H -1.3418 1.5004 2.3477
H -2.3912 -1.6581 0.8298
H -3.2471 -2.0052 -0.7819
*
```

Results of the natural (NBO) charge analysis, in e, for atoms 1 through 2: -0.204, -0.627

=====

Model ii:
Here is one molecule with the formula C7H15NO from the Open Molecules 2025 dataset. Energies are from the ωB97M-V functional and the def2-TZVPD basis.

Output
LUMO = 0.92 eV
SMILES string = CC1(C)NCOC1(C)C

Geometry as ORCA input:
```
! RIJCOSX wB97M-V def2-TZVPD def2/J DEFGRID3
* xyz 0 1
C 1.7559 -0.6590 -0.5459
C 0.6146 0.3133 -0.2523
C 0.4062 1.2346 -1.4637
N 0.9311 1.1003 0.9463
C -0.3170 1.3122 1.6694
O -1.3389 0.6734 0.9514
C -0.7153 -0.3659 0.1942
C -1.6575 -0.7555 -0.9378
C -0.4726 -1.5874 1.0912
H 2.0538 -1.1810 0.3528
H 2.6133 -0.1131 -0.9165
H 1.4524 -1.3774 -1.2953
H 0.2208 0.6590 -2.3631
H 1.3017 1.8377 -1.6169
H -0.4348 1.9023 -1.2855
H 1.3618 1.9837 0.6976
H -0.5871 2.3708 1.7763
H -0.2188 0.8731 2.6792
H -1.9472 0.1125 -1.5267
H -2.5606 -1.1864 -0.5019
H -1.1843 -1.4984 -1.5836
H 0.2776 -1.3717 1.8426
H -1.4069 -1.8401 1.5891
H -0.1484 -2.4370 0.4992
*
```

Results of the natural (NBO) charge analysis, in e, for atoms 1 through 2: -0.612, 0.102

=====

Stability check: which of them is least stable? model i.

=====

Model i:
Here is one molecule with the formula C15H27N3O2 from the Open Molecules 2025 dataset. Energies are from the ωB97M-V functional and the def2-TZVPD basis.

Output
LUMO = 0.48 eV
SMILES string = NCCCC[C@H]1CNC(=O)C(=O)N1CC1CCCCC1

Geometry as ORCA input:
```
! RIJCOSX wB97M-V def2-TZVPD def2/J DEFGRID3
* xyz 0 1
N 4.2658 1.1466 -3.5770
C 3.4828 0.6650 -2.4556
C 2.1892 1.4505 -2.1884
C 1.4531 0.9092 -0.9655
C 0.0910 1.5711 -0.7228
C -1.1610 0.8353 -1.2514
C -1.2696 0.7828 -2.7801
N -0.3540 -0.1935 -3.3086
C -0.0012 -1.3235 -2.6544
O 0.8265 -2.0916 -3.0887
C -0.7722 -1.5898 -1.3594
O -0.9171 -2.7255 -0.9579
N -1.3045 -0.5095 -0.7335
C -2.1444 -0.7356 0.4282
C -1.5030 -0.3654 1.7706
C -2.4803 -0.6808 2.9048
C -1.8711 -0.3242 4.2578
C -0.5644 -1.0818 4.4698
C 0.4150 -0.7739 3.3418
C -0.1965 -1.1269 1.9896
H 3.7385 1.0640 -4.4395
H 4.5046 2.1248 -3.4498
H 4.1210 0.7056 -1.5682
H 3.2353 -0.3820 -2.6481
H 1.5525 1.3907 -3.0731
H 2.4338 2.5053 -2.0250
H 1.3380 -0.1713 -1.0617
H 2.0859 1.0806 -0.0917
H 0.0911 2.5734 -1.1574
H -0.0482 1.6897 0.3521
H -2.0247 1.4084 -0.8886
H -1.0403 1.7631 -3.2041
H -2.3031 0.5236 -3.0553
H 0.0392 -0.0602 -4.2293
H -3.0764 -0.1738 0.2985
H -2.3744 -1.8042 0.4316
H -1.2977 0.7113 1.7888
H -2.7183 -1.7461 2.8851
H -3.4109 -0.1265 2.7591
H -2.5771 -0.5661 5.0548
H -1.6781 0.7508 4.2980
H -0.7676 -2.1545 4.4881
H -0.1262 -0.8066 5.4313
H 1.3384 -1.3376 3.4857
H 0.6669 0.2899 3.3620
H -0.3977 -2.1986 1.9442
H 0.5112 -0.8924 1.1931
*
```

Results of the natural (NBO) charge analysis, in e, for atoms 1 through 2: -0.823, -0.217

=====

Model ii:
Here is one molecule with the formula C15H27N3O2 from the Open Molecules 2025 dataset. Energies are from the ωB97M-V functional and the def2-TZVPD basis.

Output
LUMO = 0.71 eV
SMILES string = CC(C)CCN1CCN(Cc2ccon2)C[C@@H]1CCO

Geometry as ORCA input:
```
! RIJCOSX wB97M-V def2-TZVPD def2/J DEFGRID3
* xyz 0 1
C 2.2477 0.8145 -4.5526
C 1.1949 0.5214 -3.5034
C 1.0494 -0.8184 -3.5599
C 1.5857 1.0327 -2.2621
C 0.4404 0.8315 -1.1393
N 0.1441 -0.3684 -0.7488
C 1.2503 -0.6272 0.3555
C 1.0314 -0.3526 1.7514
N -0.3043 -0.4892 2.1884
C -0.8791 -0.2870 3.5350
C -0.5861 1.2768 3.8306
C 0.3531 1.5533 4.8148
C 0.3504 3.0774 4.6613
O -0.6503 3.4138 3.8534
N -1.2587 2.1294 3.4414
C -1.2779 -0.0051 1.1873
C -1.0675 -0.6772 -0.1876
C -1.5024 -2.0029 -0.3172
C -2.7733 -2.5075 -0.7957
O -4.1841 -1.7855 -0.0553
H 3.1625 0.4963 -4.2581
H 2.1845 1.9456 -4.5485
H 1.9816 0.5457 -5.5127
H 0.2484 1.0229 -3.6473
H 2.0802 -1.5304 -3.3821
H 0.8474 -1.4583 -4.5194
H 0.2399 -1.2655 -2.7905
H 2.5388 0.4629 -1.8163
H 1.9108 2.0129 -2.4250
H -0.2742 1.3990 -1.6189
H 1.0183 1.7191 -0.3353
H 2.1617 -0.6614 0.1173
H 1.0308 -1.8222 0.3755
H 1.7355 -0.7769 2.6235
H 1.2332 0.5674 1.7387
H -1.8310 -0.5525 3.6956
H -0.1539 -1.0694 4.0980
H 1.1059 1.2781 5.2702
H 0.9460 3.6769 5.2387
H -2.5280 -0.2100 1.6107
H -1.2105 1.1110 1.2250
H -1.6376 -0.1067 -0.9658
H -0.6958 -2.7663 -0.9532
H -1.4180 -2.5901 0.7787
H -2.8020 -1.8029 -1.8172
H -3.1680 -3.4880 -0.8061
H -3.8705 -0.8670 0.1271
*
```

Results of the natural (NBO) charge analysis, in e, for atoms 1 through 2: -0.564, -0.347

=====

Stability check: which of them is least stable? model ii.